{
  "formula": "C6H11N",
  "method": "wB97M-V/def2-TZVPD",
  "lumo_ev": [-1.055, -1.090],
  "e_homo_ev": [-9.59, -9.69],
  "e_above_lowest_kcal_mol": 111.34,
  "e_tot_ha": -289.79425,
  "elements": ["C", "C", "C", "C", "C", "C", "N", "H", "H", "H", "H", "H", "H", "H", "H", "H", "H", "H"],
  "coordinates": [[-0.4258, 0.8285, -2.0392], [0.6066, 0.2106, -1.0974], [0.0291, -0.1997, 0.2720], [1.7085, -0.3675, 2.5678], [-1.0263, -1.3086, 0.1765], [-0.5243, 0.9757, 0.9657], [-0.9628, 1.9041, 1.4998], [-1.2097, 0.1134, -2.3103], [0.0530, 1.1589, -2.9660], [-0.9049, 1.7007, -1.5804], [1.4288, 0.9167, -0.9354], [1.0443, -0.6870, -1.5507], [1.9097, 0.7243, 2.4789], [0.7820, -0.3679, 3.1868], [0.8789, -0.5946, 0.8810], [-1.3297, -1.6528, 1.1690], [-1.9193, -0.9557, -0.3483], [-0.6144, -2.1609, -0.3733]]
}


{
  "formula": "C6H11N",
  "method": "wB97M-V/def2-TZVPD",
  "lumo_ev": 0.424,
  "e_homo_ev": -8.00,
  "smiles": "C/C=C/C=C/NC",
  "e_above_lowest_kcal_mol": 81.58,
  "e_tot_ha": -289.84167,
  "elements": ["C", "C", "C", "C", "C", "N", "C", "H", "H", "H", "H", "H", "H", "H", "H", "H", "H", "H"],
  "coordinates": [[3.2525, -0.3098, -1.1936], [1.9589, -0.0960, -0.4696], [0.6992, 0.1069, -1.1228], [-0.4442, 0.4269, -0.2925], [-0.6589, 0.3103, 1.0806], [-1.9300, 0.5806, 1.6502], [-3.0222, -0.2809, 1.1515], [3.3424, -1.2816, -1.7192], [3.2331, 0.5018, -1.9615], [4.1768, 0.0620, -0.6833], [1.7752, -0.2090, 0.6518], [0.8662, 0.3213, -2.2065], [-1.3068, 0.8128, -0.8828], [-0.0857, -0.4398, 1.6318], [-2.0798, 1.5835, 1.4137], [-3.9662, -0.5319, 1.5515], [-2.6334, -1.3363, 1.2905], [-3.1770, -0.2205, 0.1101]]
}


{
  "formula": "C6H11N",
  "method": "wB97M-V/def2-TZVPD",
  "lumo_ev": 1.119,
  "e_homo_ev": -8.08,
  "smiles": "C/C=C/C/C=C\\N",
  "e_above_lowest_kcal_mol": 34.45,
  "e_tot_ha": -289.91678,
  "elements": ["C", "C", "C", "C", "C", "C", "N", "H", "H", "H", "H", "H", "H", "H", "H", "H", "H", "H"],
  "coordinates": [[-0.4162, 0.7713, 3.2436], [-0.1756, 0.5285, 1.7942], [-1.1314, 0.2403, 0.9229], [-0.8645, -0.3403, -0.4642], [0.5223, -0.8188, -0.6916], [1.2947, -0.5642, -1.7589], [0.7705, -0.0177, -2.9380], [0.2169, 1.5489, 3.6871], [-0.0313, -0.0720, 3.8312], [-1.4342, 0.9649, 3.5596], [0.8593, 0.6616, 1.5033], [-2.1708, 0.2769, 1.2347], [-1.1109, 0.3987, -1.2331], [-1.6012, -1.1502, -0.5022], [0.9818, -1.4733, 0.0383], [2.3538, -0.7595, -1.6891], [1.4072, 0.2373, -3.6835], [0.0050, -0.5644, -3.3040]]
}


{
  "formula": "C6H11N",
  "method": "wB97M-V/def2-TZVPD",
  "lumo_ev": 0.818,
  "e_homo_ev": -7.75,
  "smiles": "C=C/C(=C\\N)CC",
  "e_above_lowest_kcal_mol": 65.28,
  "e_tot_ha": -289.86765,
  "elements": ["C", "C", "C", "C", "N", "C", "C", "H", "H", "H", "H", "H", "H", "H", "H", "H", "H", "H"],
  "coordinates": [[-0.3710, 1.7189, -1.6659], [0.3518, 1.2360, -0.5841], [0.4738, -0.1696, -0.0722], [-0.0774, -1.2562, -0.7060], [-0.0631, -1.4906, -2.0938], [0.7812, -0.2839, 1.4568], [-0.4739, 0.0986, 2.2879], [-0.2718, 2.7555, -1.9430], [-0.6736, 0.9623, -2.3575], [0.8864, 1.8766, 0.0440], [-0.3666, -2.2289, -0.0516], [-0.8465, -1.7421, -2.5507], [0.2578, -0.7271, -2.5958], [1.7051, 0.2952, 1.8613], [1.1442, -1.3543, 1.5440], [-0.6222, 1.1069, 2.0341], [-1.3685, -0.5492, 1.9626], [-0.4657, -0.2481, 3.4298]]
}


{
  "formula": "C6H11N",
  "method": "wB97M-V/def2-TZVPD",
  "lumo_ev": -0.660,
  "e_homo_ev": -6.84,
  "smiles": "C=C/C(=C/C)NC",
  "e_above_lowest_kcal_mol": 126.59,
  "e_tot_ha": -289.76995,
  "elements": ["C", "C", "C", "C", "C", "N", "C", "H", "H", "H", "H", "H", "H", "H", "H", "H", "H", "H"],
  "coordinates": [[-0.2169, 2.0699, 1.4203], [0.0375, 1.5177, 0.0848], [0.0664, 0.0831, 0.0393], [-0.2616, -0.5813, 1.2039], [-0.4370, -2.0298, 1.4289], [0.4816, -0.6509, -1.0890], [0.4415, 0.0234, -2.3706], [-0.9001, 2.9014, 1.4242], [0.7337, 2.4025, 1.8207], [0.4037, 2.0913, -0.7620], [-0.4653, 0.5075, 1.9121], [-1.0944, -2.4060, 0.6401], [-0.8236, -2.2489, 2.4095], [0.5232, -2.6022, 1.2140], [0.2011, -1.6158, -1.1288], [-0.4011, 0.6961, -2.4979], [0.3489, -0.7469, -3.1648], [1.3623, 0.5890, -2.5846]]
}


{
  "formula": "C6H11N",
  "method": "wB97M-V/def2-TZVPD",
  "lumo_ev": 1.040,
  "e_homo_ev": -8.45,
  "smiles": "C=N/C=C/CCC",
  "e_above_lowest_kcal_mol": 49.46,
  "e_tot_ha": -289.89286,
  "elements": ["C", "N", "C", "C", "C", "C", "C", "H", "H", "H", "H", "H", "H", "H", "H", "H", "H", "H"],
  "coordinates": [[1.8347, -2.7174, 1.2882], [1.0222, -1.8935, 1.7818], [0.6571, -0.7794, 1.0044], [-0.1851, -0.8884, -0.0374], [-0.3227, 0.1013, -1.1653], [-1.3295, 1.2573, -0.9227], [-0.7496, 2.4273, -0.1151], [2.3167, -2.6224, 0.3073], [2.2085, -3.5371, 1.8905], [0.8293, 0.1656, 1.5146], [-0.6911, -1.8480, -0.0693], [-0.7210, -0.5058, -1.9824], [0.6364, 0.5148, -1.4731], [-2.1987, 0.7802, -0.4740], [-1.5686, 1.5898, -1.9358], [-0.4797, 3.2943, -0.7050], [-1.4205, 2.5951, 0.7209], [0.1617, 2.0660, 0.3726]]
}


What did the second record say?
{
  "formula": "C6H11N",
  "method": "wB97M-V/def2-TZVPD",
  "lumo_ev": 0.424,
  "e_homo_ev": -8.00,
  "smiles": "C/C=C/C=C/NC",
  "e_above_lowest_kcal_mol": 81.58,
  "e_tot_ha": -289.84167,
  "elements": ["C", "C", "C", "C", "C", "N", "C", "H", "H", "H", "H", "H", "H", "H", "H", "H", "H", "H"],
  "coordinates": [[3.2525, -0.3098, -1.1936], [1.9589, -0.0960, -0.4696], [0.6992, 0.1069, -1.1228], [-0.4442, 0.4269, -0.2925], [-0.6589, 0.3103, 1.0806], [-1.9300, 0.5806, 1.6502], [-3.0222, -0.2809, 1.1515], [3.3424, -1.2816, -1.7192], [3.2331, 0.5018, -1.9615], [4.1768, 0.0620, -0.6833], [1.7752, -0.2090, 0.6518], [0.8662, 0.3213, -2.2065], [-1.3068, 0.8128, -0.8828], [-0.0857, -0.4398, 1.6318], [-2.0798, 1.5835, 1.4137], [-3.9662, -0.5319, 1.5515], [-2.6334, -1.3363, 1.2905], [-3.1770, -0.2205, 0.1101]]
}